DFT (ωB97M-V/def2-TZVPD) results for one molecule with the formula C22H20FN3O4S2.

As for the HOMO energy: -8.552 eV. Its HOMO-LUMO gap is 8.074 eV. The SMILES is O=C(NCCN1C(=O)S/C(=C\c2ccccc2F)C1=O)[C@H]1CCCN1C(=O)c1cccs1. The multiplicity is 1.

Last column: Löwdin charge in e.
Atoms and positions in Å:
O -4.91 -0.22 -0.42  0.0822
C -3.99 -0.21 0.37  -0.4331
N -3.45 0.90 0.89  0.0905
C -3.80 2.21 0.41  -0.1426
C -2.59 3.14 0.40  -0.0834
N -1.41 2.49 -0.14  -0.0093
C -1.40 1.95 -1.40  -0.6939
O -2.29 1.96 -2.20  0.0748
S 0.20 1.21 -1.71  1.1197
C 0.80 1.67 -0.13  -0.4063
C 2.00 1.46 0.43  -0.0170
C 3.18 0.82 -0.11  -0.1646
C 3.32 0.43 -1.44  -0.0431
C 4.48 -0.18 -1.89  -0.0838
C 5.53 -0.42 -1.02  -0.0717
C 5.42 -0.04 0.31  -0.0084
C 4.27 0.57 0.74  -0.2372
F 4.19 0.93 2.04  0.0763
C -0.25 2.38 0.62  -0.4590
O -0.14 2.85 1.72  0.1200
C -3.32 -1.50 0.90  -0.1703
C -4.15 -2.74 0.60  -0.1137
C -3.70 -3.11 -0.81  -0.1422
C -2.20 -2.78 -0.81  -0.1272
N -2.07 -1.74 0.19  0.0205
C -0.93 -1.16 0.62  -0.4703
O -0.95 -0.25 1.45  0.0183
C 0.36 -1.71 0.16  -0.4348
C 0.83 -2.14 -1.04  -0.1410
C 2.17 -2.58 -0.98  -0.1785
C 2.69 -2.47 0.27  -0.3938
S 1.58 -1.80 1.39  1.1114
H -2.62 0.80 1.47  0.1191
H -4.58 2.66 1.04  0.1278
H -4.21 2.09 -0.60  0.1152
H -2.81 4.03 -0.19  0.1391
H -2.31 3.43 1.42  0.1273
H 2.09 1.82 1.46  0.1360
H 2.51 0.61 -2.13  0.0558
H 4.56 -0.47 -2.93  0.1078
H 6.43 -0.90 -1.37  0.1067
H 6.23 -0.21 1.01  0.1205
H -3.11 -1.36 1.97  0.1591
H -5.22 -2.52 0.64  0.1200
H -3.92 -3.53 1.31  0.1199
H -3.88 -4.16 -1.05  0.1127
H -4.22 -2.48 -1.53  0.1126
H -1.88 -2.42 -1.78  0.1180
H -1.59 -3.65 -0.53  0.1326
H 0.27 -2.13 -1.96  0.1037
H 2.71 -2.96 -1.83  0.1075
H 3.68 -2.74 0.60  0.0700